Entry 1:
The following is a quantum chemistry calculation of a 3-piece molecular cluster, C15H26Br2ClNO13P2 overall, from the OMol25 dataset.

```
60
Properties=species:S:1:pos:R:3:forces:R:3:mulliken_charge:R:1
Br 2.127 1.438 1.839 0.52 0.27 -1.55 0.032
Br 7.348 3.705 -0.003 -1.06 -0.14 0.84 -0.138
Cl -1.073 1.991 0.512 1.33 1.27 0.17 -0.066
P -3.698 0.013 -3.654 7.05 -5.19 -3.99 1.002
P -2.201 -3.792 2.784 7.27 -5.32 -3.35 0.952
O -1.011 4.559 1.080 3.81 -4.62 -1.18 -0.503
O -4.434 0.319 -5.174 -0.83 2.14 2.23 -0.330
O 4.577 2.216 -0.977 -0.66 -3.47 2.43 -0.316
O 1.702 2.342 -0.989 2.19 1.89 -1.18 -0.098
O -3.028 -0.183 -2.082 -2.60 2.43 -0.10 -0.207
O 2.108 3.423 -3.125 0.65 -0.89 6.43 -0.528
O -2.418 0.925 -4.101 -1.70 0.62 0.06 -0.369
O -3.421 -1.454 -3.998 -1.65 0.46 0.73 -0.662
O -1.594 -3.869 4.391 -2.62 2.35 -0.35 -0.322
O 3.367 4.079 -1.220 -2.11 -3.51 -0.43 -0.501
O -1.872 -5.269 2.546 -1.68 0.50 0.64 -0.658
O -2.877 -3.602 1.218 -0.96 2.31 2.05 -0.163
O -0.925 -2.874 2.331 -1.68 0.61 -0.04 -0.240
N 4.138 -0.320 -0.585 2.02 6.45 -0.04 -0.468
C 5.952 2.316 2.305 1.24 0.29 -0.14 -0.875
C 3.791 3.116 -0.179 -1.76 3.91 0.87 1.531
C 5.922 3.671 1.423 -0.63 0.25 1.95 -0.368
C -3.663 -4.655 0.689 -0.52 -0.27 0.02 -0.667
C 0.387 -3.355 2.579 0.52 -0.10 0.65 -0.622
C 4.472 4.097 0.894 1.53 0.38 0.12 -0.683
C 1.315 3.901 0.783 1.18 0.60 1.06 -0.316
C -2.288 -4.748 5.268 0.01 -0.29 0.41 -0.684
C 4.440 0.858 -0.641 -1.84 -3.02 -0.96 0.503
C -1.109 0.396 -3.940 0.56 -0.17 0.66 -0.419
C 2.287 2.719 0.283 -0.93 0.23 0.11 -0.397
C -0.243 3.578 0.820 -3.23 4.32 1.00 0.214
C -3.710 -1.099 -1.235 0.02 -0.30 0.42 -0.735
C -5.270 -0.678 -5.731 -0.50 -0.23 0.04 -0.592
C 2.338 3.288 -1.898 -0.18 0.71 -4.43 0.430
H -3.377 -2.117 -1.444 -0.09 0.10 -0.12 0.328
H 6.252 4.509 2.157 -0.53 -1.36 -1.47 0.446
H -1.920 -5.768 5.139 -0.12 0.08 -0.17 0.262
H 0.423 -4.444 2.663 -0.22 0.10 -0.03 0.321
H -1.100 -0.697 -3.927 -0.23 0.11 -0.01 0.336
H -4.791 -1.022 -1.372 0.05 -0.19 0.14 0.331
H -5.928 -1.103 -4.970 0.07 -0.21 -0.23 0.300
H 3.812 4.297 1.829 0.97 -0.83 -1.64 0.247
H -4.666 -1.461 -6.193 0.07 0.02 0.33 0.231
H -4.343 -5.051 1.447 0.09 -0.21 -0.21 0.325
H 4.592 5.140 0.398 -0.26 -1.94 0.61 0.292
H 1.647 4.157 1.867 -0.99 -0.41 -1.76 0.404
H -3.020 -5.448 0.303 0.05 0.05 0.33 0.286
H -3.467 -0.858 -0.198 -0.01 0.08 -0.11 0.209
H 5.381 2.459 3.302 0.67 -0.21 -1.83 0.241
H -0.686 0.766 -3.003 0.04 -0.06 -0.07 0.053
H 5.622 1.378 1.742 0.20 1.40 0.79 0.213
H -3.363 -4.712 5.083 0.07 -0.19 0.16 0.299
H -4.252 -4.260 -0.141 0.02 0.24 0.15 0.220
H 1.434 4.897 0.204 -0.30 -1.89 0.62 0.315
H 0.760 -2.915 3.507 0.03 -0.07 -0.05 0.231
H 1.037 -3.049 1.761 -0.23 0.14 -0.12 0.237
H -0.486 0.738 -4.765 -0.23 0.17 -0.09 0.275
H -2.095 -4.434 6.296 -0.03 0.12 -0.13 0.242
H -5.883 -0.217 -6.508 0.04 0.24 0.18 0.244
H 7.064 2.144 2.587 -1.88 0.25 -0.43 0.372
```
Forces are in eV/Å.

orbital gap: 7.03 eV
2S+1: 1
SMILES: C[C@@H](Br)C[C@]1(OC#N)OC(=O)O[C@]1(Br)CC(=O)Cl.COP(=O)(OC)OC.COP(=O)(OC)OC
maximum force: 9.62 eV Å⁻¹
net charge: 0
E_HOMO: -9.43 eV

=====

Entry 2:
The following is a quantum chemistry calculation of C19H14Br4NO3STl as an isolated structure, from the OMol25 dataset.

```
43
Properties=species:S:1:pos:R:3:forces:R:3:mulliken_charge:R:1
Tl -0.635 0.415 -1.640 0.43 -0.14 -0.98 0.632
Br 4.625 -1.226 -2.010 0.03 -0.04 0.12 -0.139
Br 4.604 2.786 -6.075 -0.17 -0.04 0.16 -0.153
Br 6.090 0.268 -4.594 -0.08 0.04 0.10 -0.144
Br 1.689 3.903 -4.923 0.10 -0.03 0.15 -0.114
S -3.266 1.332 -0.651 -0.22 -0.34 0.65 -0.188
O 0.894 2.462 -2.399 0.98 -0.72 -0.41 -0.750
O 2.011 0.119 -1.319 0.27 0.28 -0.20 -0.378
O -0.071 1.499 0.569 2.23 -0.17 2.29 -0.420
N -1.673 -1.247 0.243 -0.01 -0.26 0.20 -0.103
C -2.409 -2.962 2.357 -0.24 0.85 -0.70 -0.881
C 1.942 1.962 -2.888 0.34 -0.27 0.61 0.531
C 0.838 1.487 1.437 -1.89 0.28 -1.34 0.935
C 3.870 0.301 -2.809 -0.36 0.40 -0.35 -0.198
C -2.821 -0.979 0.915 0.19 -0.89 0.99 -0.182
C 3.801 2.007 -4.546 -0.12 0.36 0.15 0.198
C -4.444 -1.538 2.701 -0.06 0.11 -0.41 -0.678
C 4.462 0.921 -3.905 -0.52 -0.48 0.67 0.179
C -3.626 0.173 0.571 0.04 0.18 -0.37 0.313
C 2.594 0.719 -2.253 -0.09 0.80 -0.70 0.157
C 1.547 0.232 1.908 -0.01 -0.18 -0.22 -0.716
C -0.938 -2.301 0.556 -0.25 0.08 -0.01 0.718
C 0.300 -2.622 -0.247 0.03 -0.06 -0.38 -1.181
C -4.817 0.378 1.268 0.12 -0.27 -0.08 -0.427
C 2.621 2.513 -4.044 -0.20 -0.26 -0.15 -0.072
C -1.282 -3.181 1.619 -0.09 0.29 -0.14 -0.538
C 1.218 2.787 2.122 0.10 0.12 -0.21 -1.297
C -5.219 -0.467 2.292 -0.26 -0.21 0.69 -0.635
C -3.243 -1.838 2.007 0.47 0.19 -0.33 1.196
H 1.702 2.593 3.087 -0.18 0.17 -0.26 0.395
H 2.290 -0.078 1.146 -0.39 0.19 0.27 0.087
H 0.954 -1.744 -0.406 -0.33 -0.38 0.04 0.099
H -5.430 1.217 0.974 -0.06 0.03 0.04 0.452
H -0.606 -4.005 1.787 -0.12 -0.14 0.26 0.380
H 1.925 3.360 1.488 -0.32 -0.39 0.21 0.277
H 0.321 3.410 2.244 0.29 -0.21 -0.04 0.324
H -2.676 -3.628 3.169 -0.12 0.12 0.01 0.412
H 2.063 0.426 2.859 -0.14 -0.14 -0.36 0.446
H -6.160 -0.249 2.789 0.15 -0.12 0.02 0.366
H 0.017 -3.025 -1.253 0.21 0.34 0.75 0.282
H -4.767 -2.180 3.523 0.11 0.19 -0.23 0.373
H 0.873 -3.398 0.283 -0.10 0.28 -0.31 0.371
H 0.832 -0.601 2.049 0.26 0.45 -0.19 0.070
```
Forces are in eV/Å.

orbital gap (spin up / spin down): 6.82 / 4.02 eV
2S+1: 1
relative energy (zero: lowest compared OMol25 entry of this formula, charge and spin): 0.0 kJ/mol
maximum force: 3.20 eV Å⁻¹
net charge: 0
E_HOMO (spin up / spin down): -7.79 / -6.83 eV

=====

Entry 3:
The following is a quantum chemistry calculation of CH4N2O2 in the gas phase, from the OMol25 dataset.

```
9
Properties=species:S:1:pos:R:3:forces:R:3:mulliken_charge:R:1
O -0.216 1.384 -0.001 -0.89 1.47 0.31 -0.602
O 1.853 -0.224 0.107 -1.69 4.64 -2.20 -0.459
N -1.659 -0.481 0.031 -3.47 -0.63 0.38 -0.390
N 0.518 -0.718 -0.201 2.46 -1.17 1.21 -0.259
C -0.495 0.221 0.024 1.20 -3.04 -0.90 0.602
H -2.557 0.031 0.128 1.25 -0.48 -0.15 0.237
H -1.808 -1.549 -0.075 1.11 2.89 0.23 0.237
H 0.520 -1.561 0.401 -0.59 0.76 -0.64 0.260
H 1.704 0.864 -0.262 0.62 -4.43 1.75 0.373
```
Forces are in eV/Å.

orbital gap: 9.89 eV
2S+1: 1
SMILES: NC(=O)NO
relative energy (zero: lowest compared OMol25 entry of this formula, charge and spin): 154.3 kJ/mol
maximum force: 5.41 eV Å⁻¹
net charge: 0
E_HOMO: -9.26 eV

=====

Entry 4:
The following is a quantum chemistry calculation of a 2-piece molecular cluster, C9H10N2S2 overall, from the OMol25 dataset.

```
23
Properties=species:S:1:pos:R:3:forces:R:3:mulliken_charge:R:1
S -2.534 -0.637 0.285 -0.71 -0.68 -0.11 -0.008
S -1.015 1.924 0.345 0.05 0.77 1.11 -0.382
N 1.635 0.123 0.247 0.19 0.46 -0.61 0.179
N 3.742 -0.835 0.204 0.23 -0.25 -0.35 -0.538
C 2.969 0.226 0.260 1.73 -1.05 -0.08 0.415
C 3.619 1.515 0.235 0.26 1.10 -0.05 -0.504
C 3.160 -2.001 -0.132 -1.14 -0.81 -0.48 -0.101
C 0.941 -0.959 -0.253 0.67 -0.12 0.52 -0.123
C -1.894 0.870 -1.875 -1.68 -1.46 -1.41 -1.193
C 1.826 -2.082 -0.512 0.38 4.05 1.55 -0.607
C 4.143 2.602 0.115 -1.28 -1.58 0.81 -0.008
C -1.850 0.750 -0.409 0.94 0.89 0.29 0.561
C -2.192 -0.474 2.041 5.23 -1.62 -2.84 -0.852
H -0.976 1.223 -2.280 1.40 -0.65 0.00 0.321
H -2.258 -1.377 2.556 -0.77 -1.79 0.46 0.402
H 4.396 3.608 0.310 0.46 0.41 -0.33 0.420
H -2.227 -0.141 -2.273 0.37 1.48 -0.28 0.318
H 1.338 -2.849 -0.976 -0.56 -2.34 -0.97 0.438
H -2.772 0.228 2.411 -2.37 3.52 2.04 0.349
H -1.053 -0.282 2.085 -1.83 0.37 0.10 0.189
H 1.235 1.037 0.482 -1.03 -0.71 -0.31 0.039
H -2.458 1.733 -2.274 -0.87 -0.69 0.66 0.314
H 3.736 -2.936 -0.187 0.33 0.71 0.29 0.374
```
Forces are in eV/Å.

orbital gap: 8.12 eV
2S+1: 1
relative energy (zero: lowest compared OMol25 entry of this formula, charge and spin): 542.7 kJ/mol
maximum force: 6.17 eV Å⁻¹
net charge: 0
E_HOMO: -8.30 eV

=====

Entry 5:
The following is a quantum chemistry calculation of C4H5N3O in the gas phase, from the OMol25 dataset.

```
13
Properties=species:S:1:pos:R:3:forces:R:3:mulliken_charge:R:1
O -2.942 -0.880 -0.595 1.70 7.08 5.69 -0.461
N 2.494 -0.794 -0.161 -0.19 5.49 -0.71 -0.434
N -0.388 1.390 -0.170 1.91 -5.33 1.67 0.312
N 0.982 1.373 -0.305 -0.53 -2.21 -0.06 -0.839
C -1.035 0.137 0.177 4.96 2.36 -1.00 0.156
C 1.255 0.098 -0.154 -0.37 -6.60 1.53 0.605
C 0.017 -0.797 0.159 0.08 0.40 -0.13 -0.135
C -2.438 0.213 0.236 -4.34 -6.56 -4.66 -0.227
H -0.030 -2.014 0.343 0.16 3.82 -0.53 0.179
H -0.767 2.222 -0.275 -2.46 4.57 -0.47 0.140
H -3.040 1.055 0.815 0.96 -2.02 -1.50 0.276
H 2.514 -1.780 0.044 -0.54 0.54 0.19 0.194
H 3.377 -0.223 -0.115 -1.34 -1.53 -0.03 0.236
```
Forces are in eV/Å.

orbital gap: 7.54 eV
2S+1: 1
SMILES: Nc1cc(C=O)[nH]n1
relative energy (zero: lowest compared OMol25 entry of this formula, charge and spin): 570.8 kJ/mol
maximum force: 9.24 eV Å⁻¹
net charge: 0
E_HOMO: -8.56 eV

=====

Entry 6:
The following is a quantum chemistry calculation of an isolated ion of composition C4H6N3 and charge +1, from the OMol25 dataset.

```
13
Properties=species:S:1:pos:R:3:forces:R:3:mulliken_charge:R:1
N -1.485 -1.327 -0.728 -1.33 -1.53 -0.73 -0.342
N -1.141 -0.311 -0.187 -1.26 2.80 1.68 0.041
N 0.615 0.959 0.559 2.91 0.23 0.31 -0.044
C -0.225 1.959 1.219 2.23 0.85 1.30 -0.709
C -0.451 -2.149 -1.264 2.88 1.44 0.94 -0.196
C 0.787 -1.739 -1.114 -1.45 2.88 1.13 -0.214
C 0.187 -0.038 -0.050 1.01 -4.64 -3.18 0.262
H -0.716 -3.046 -1.671 -0.97 -2.06 -1.22 0.502
H 1.761 -1.806 -1.558 0.24 -0.28 0.37 0.377
H 0.431 2.885 1.293 -0.85 -1.23 0.50 0.311
H 1.663 0.942 0.741 -1.66 0.43 -0.39 0.355
H -1.016 2.248 0.574 -1.13 -0.32 -0.12 0.318
H -0.410 1.422 2.185 -0.62 1.41 -0.58 0.339
```
Forces are in eV/Å.

orbital gap: 7.94 eV
2S+1: 1
relative energy (zero: lowest compared OMol25 entry of this formula, charge and spin): 511.1 kJ/mol
maximum force: 5.71 eV Å⁻¹
net charge: +1
E_HOMO: -14.45 eV

=====

Entry 7:
The following is a quantum chemistry calculation of a 9-piece molecular cluster, C20H59NO9 overall, from the OMol25 dataset.

```
89
Properties=species:S:1:pos:R:3:forces:R:3:mulliken_charge:R:1
O -3.609 -3.014 -2.737 0.22 0.06 0.02 -0.512
O 2.186 3.206 3.100 0.47 0.35 -0.10 -0.515
O 3.106 1.303 1.143 0.30 -0.05 -0.88 0.146
O 2.267 -5.064 0.511 0.06 -0.01 -0.27 -0.543
O -1.972 1.321 -2.839 -0.14 -0.34 0.43 -0.379
O 2.416 6.085 -2.641 -0.07 -0.03 -0.14 -0.587
O 0.268 -3.003 4.154 1.08 0.16 -0.61 -0.402
O -0.680 -4.247 -2.890 0.09 0.44 -0.11 -0.446
O 1.045 -0.506 2.421 0.31 0.44 -0.19 -0.307
N -4.382 2.565 -3.430 -0.01 -0.47 0.27 -0.802
C 2.013 4.191 -1.159 0.20 0.37 -0.07 -0.775
C 0.960 -2.674 5.359 -1.19 0.45 0.84 -0.644
C 2.133 2.401 4.246 -0.99 -1.07 0.21 -0.414
C -4.219 -3.762 -1.675 -0.44 0.91 -1.20 0.700
C 2.452 -3.800 1.157 -0.62 -1.06 0.39 -0.280
C -0.243 -0.188 1.878 -0.42 -0.06 0.37 0.966
C 5.216 2.387 1.172 -0.89 -0.62 -1.07 -1.305
C 4.513 1.032 1.223 -0.23 -0.49 1.40 0.751
C -0.150 1.107 1.079 0.91 -0.34 -0.52 -1.173
C -0.998 0.332 -3.042 0.92 -0.05 -1.12 -0.603
C 2.390 6.581 -0.354 -0.93 -0.26 -0.59 -1.227
C -5.712 -3.527 -1.825 -0.81 -0.50 0.98 -1.435
C -4.257 1.810 -2.157 -0.42 0.16 -0.67 0.201
C 1.758 5.680 -1.417 1.15 0.02 -0.78 0.404
C -3.655 -3.254 -0.362 -0.06 -0.57 0.90 -0.742
C -5.609 1.152 -1.839 0.45 0.14 -0.06 -1.187
C 5.050 0.021 0.231 -0.02 0.48 -1.16 -1.415
C 0.424 -4.339 -2.004 -0.02 -0.55 0.71 -0.539
C -0.750 -1.395 1.086 -0.72 0.57 -0.48 -0.607
C -3.160 0.749 -2.324 -0.44 0.12 0.59 0.070
H 4.907 2.796 0.203 0.22 0.20 0.01 0.202
H 1.925 5.751 -3.399 0.00 -0.05 0.10 0.300
H 2.418 -3.081 0.347 0.34 0.33 0.20 0.040
H 3.064 1.924 4.569 0.32 0.55 -0.07 0.237
H 0.079 -1.874 0.566 0.04 -0.07 0.00 0.054
H 1.285 -3.701 -2.212 -0.15 0.16 -0.41 0.336
H -6.018 -2.482 -1.775 0.33 0.11 -0.15 0.225
H -0.370 -4.369 -3.793 -0.04 -0.02 0.02 0.246
H 1.966 7.577 -0.479 -0.04 0.04 0.34 0.310
H -5.461 0.296 -1.178 -0.14 -0.09 -0.07 0.203
H 0.218 -2.145 5.967 0.28 -0.16 0.51 0.297
H -0.897 -0.443 -2.276 -0.34 0.26 0.37 0.111
H -4.124 2.551 -1.367 0.82 -0.18 0.04 0.321
H 1.456 1.543 4.105 0.00 0.09 -0.20 0.056
H -3.573 -0.017 -2.996 0.19 -0.01 -0.16 0.267
H 1.683 3.949 -0.148 -0.26 -0.38 -0.16 0.143
H 4.619 0.561 2.215 0.43 0.23 0.01 0.163
H 4.802 3.057 1.920 0.43 0.01 0.29 0.424
H 5.078 0.430 -0.787 0.13 0.25 0.14 0.315
H 2.633 0.459 1.105 -0.13 0.17 0.33 -0.229
H 4.466 -0.889 0.090 -0.13 -0.09 0.64 0.280
H -1.307 -2.119 1.680 0.38 -0.10 0.28 0.400
H -0.027 0.821 -3.161 -0.09 0.13 0.26 0.299
H -2.569 -3.145 -0.380 0.02 -0.07 -0.25 -0.068
H -4.070 -4.820 -1.911 0.41 -0.10 0.66 0.206
H -2.912 0.230 -1.388 -0.18 0.09 0.13 -0.152
H 0.997 -1.352 2.878 -0.28 -0.14 0.01 -0.033
H -6.168 -3.996 -2.696 0.43 0.17 -0.32 0.371
H -4.767 1.893 -4.093 -0.03 0.25 -0.12 0.290
H -0.936 0.027 2.700 0.04 -0.23 0.16 0.061
H 1.353 -3.533 5.902 -0.08 -0.18 -0.13 0.297
H 3.077 3.948 -1.217 0.11 0.40 0.15 0.244
H -6.233 -4.022 -0.992 0.16 0.09 0.07 0.378
H 6.297 2.284 1.154 0.03 0.15 0.39 0.393
H 3.453 6.684 -0.558 0.13 -0.35 0.26 0.335
H 3.360 -3.808 1.761 0.31 0.37 -0.35 0.343
H -0.471 -3.583 4.345 -0.02 -0.01 0.19 0.260
H -1.111 1.588 0.912 -0.15 -0.21 0.04 0.558
H 0.309 0.900 0.105 -0.15 0.04 -0.10 0.262
H -3.867 -3.923 0.478 -0.07 -0.16 -0.14 0.451
H 2.150 6.148 0.616 0.31 0.38 0.21 0.323
H 0.699 5.900 -1.568 -0.14 -0.18 0.47 0.289
H 0.772 -5.369 -1.922 0.13 -0.03 -0.10 0.348
H 1.576 3.562 -1.936 -0.47 -0.02 0.25 0.249
H 6.073 -0.234 0.507 -0.03 -0.14 0.01 0.416
H 2.171 -5.771 1.152 0.04 0.14 0.15 0.286
H -2.653 -3.111 -2.629 0.00 -0.09 -0.24 0.187
H 1.676 2.968 5.057 0.37 0.24 0.04 0.346
H 1.633 -3.623 1.858 -0.13 0.26 -0.11 0.192
H -1.477 -1.076 0.330 0.15 0.09 -0.03 -0.313
H 1.768 -1.953 5.250 0.02 -0.16 -0.85 0.246
H -3.435 2.732 -3.763 -0.10 0.21 0.02 0.333
H -4.071 -2.293 -0.050 -0.07 0.11 -0.42 0.210
H -6.090 0.845 -2.769 -0.05 -0.26 0.11 0.350
H 0.071 -4.076 -1.008 -0.12 0.09 -0.04 0.062
H -6.262 1.862 -1.337 -0.06 0.00 -0.06 0.340
H 0.519 1.834 1.545 -0.17 -0.09 0.32 0.089
H -1.141 -0.194 -3.997 -0.34 -0.05 0.09 0.316
H 2.662 2.732 2.399 -0.31 -0.22 0.08 0.135
```
Forces are in eV/Å.

orbital gap: 9.32 eV
2S+1: 1
SMILES: COC[C@H](C)N.CC(C)O.CC(C)O.CC(C)O.CC(C)O.CO.CO.CO.CO
relative energy (zero: lowest compared OMol25 entry of this formula, charge and spin): 43.6 kJ/mol
maximum force: 1.57 eV Å⁻¹
net charge: 0
E_HOMO: -9.20 eV

=====

Entry 8:
The following is a quantum chemistry calculation of Cl2NO11Tl as an isolated structure, from the OMol25 dataset.

```
15
Properties=species:S:1:pos:R:3:forces:R:3:mulliken_charge:R:1
Tl -2.212 4.026 2.404 0.55 -0.65 -0.31 0.930
Cl 0.701 -3.620 -2.217 -1.86 3.08 -3.83 1.624
Cl -1.617 0.514 0.121 0.74 -2.00 2.02 1.654
O -1.639 1.339 1.310 -1.83 1.25 -0.56 -0.526
O -0.366 -0.114 0.255 3.96 -0.70 -0.48 -0.404
O 0.249 -2.435 -1.440 0.30 -0.23 -0.74 -0.398
O 0.550 2.846 1.804 -5.55 0.28 -0.80 -0.436
O -1.858 1.050 -1.114 -0.04 3.89 -2.56 -0.533
O 2.425 3.555 1.147 -0.82 -0.26 1.41 -0.469
O 0.385 -3.376 -3.711 1.07 -0.24 3.95 -0.495
O 2.206 2.430 3.000 0.01 0.90 -0.35 -0.470
O -2.424 -0.636 0.135 -2.93 -2.11 1.69 -0.479
O 2.012 -3.936 -1.964 3.18 0.18 -0.16 -0.510
O -0.105 -4.634 -1.742 -2.81 -2.68 0.93 -0.474
N 1.693 2.992 2.012 6.02 -0.71 -0.22 0.985
```
Forces are in eV/Å.

orbital gap: 2.30 eV
2S+1: 1
relative energy (zero: lowest compared OMol25 entry of this formula, charge and spin): 233.5 kJ/mol
maximum force: 6.06 eV Å⁻¹
net charge: 0
E_HOMO: -9.35 eV